{
  "formula": "C20H21N3O3",
  "method": "wB97M-V/def2-TZVPD",
  "e_above_lowest_kj_mol": 726.13,
  "smiles": "N[C@@H](Cc1ccccc1)C(=O)N[C@@H](Cc1c[nH]c2ccccc12)C(=O)O",
  "max_force_ev_per_a": 8.57,
  "total_charge": 0,
  "total_energy_ev": -31689.1419,
  "gap_ev": 8.02,
  "symbols": ["H", "H", "C", "H", "C", "C", "N", "C", "C", "C", "C", "H", "H", "H", "H", "N", "H", "C", "H", "H", "C", "O", "C", "C", "H", "C", "H", "C", "H", "C", "C", "H", "N", "C", "O", "O", "H", "C", "H", "C", "H", "H", "H", "C", "H", "H", "C"],
  "coordinates": [[0.314, -2.236, -3.080], [-0.708, 0.358, -0.099], [1.061, -0.368, 0.361], [1.451, -3.536, -1.558], [2.621, 5.439, -0.546], [-3.589, -2.826, 1.561], [0.078, -0.033, -0.677], [2.480, 4.101, -0.326], [-2.361, -3.393, -0.888], [-0.252, -2.196, -1.999], [-3.068, -2.210, -0.697], [1.781, 0.624, 2.114], [-3.121, -1.519, -1.499], [-1.425, -1.869, 1.993], [3.577, 3.210, -2.027], [3.031, 2.997, -1.140], [0.492, 3.813, 2.242], [-1.254, -3.384, -2.098], [0.778, 6.318, 2.267], [-1.782, -5.237, 0.024], [1.034, 4.300, 1.512], [-0.750, -1.123, 1.480], [-2.200, -4.298, 0.188], [1.665, 3.473, 0.604], [2.997, 5.869, -1.499], [-2.890, -3.909, 1.301], [-4.122, -0.929, 0.798], [2.361, 1.897, -0.826], [-0.601, -4.244, -1.939], [-3.707, -1.896, 0.569], [1.286, 5.728, 1.514], [-4.286, -2.659, 2.476], [1.032, -2.716, -1.207], [2.202, 6.251, 0.609], [1.068, -2.075, 2.156], [-1.490, -0.057, -2.428], [-2.726, -4.666, 2.106], [1.290, 0.853, 1.203], [2.284, 7.304, 0.591], [0.471, -1.341, 1.374], [1.903, -0.849, -0.101], [0.232, 1.130, 1.530], [2.717, 0.947, -1.258], [1.741, 2.002, 0.419], [0.755, -2.873, -0.252], [-1.778, -3.457, -3.098], [-0.591, -0.715, -1.751]],
  "lowdin_charge": [0.183, 0.153, -0.268, 0.051, -0.005, -0.168, 0.108, -0.203, -0.155, -0.206, -0.026, 0.128, 0.087, 0.246, 0.179, 0.060, 0.077, -0.080, 0.093, 0.096, -0.012, 0.097, -0.032, -0.142, 0.116, -0.165, 0.107, -0.092, 0.090, -0.055, -0.079, 0.153, 0.051, -0.080, 0.090, -0.009, 0.128, -0.102, 0.073, -0.619, 0.130, 0.149, 0.138, -0.135, 0.039, 0.126, -0.314]
}